DFT (the ωB97M-V functional and the def2-TZVPD basis) results for 2 unconnected molecules or ions with the total composition H3N2OS.

Geometry as XYZ:
```
7
Properties=species:S:1:pos:R:3:forces:R:3
N 0.7227 -0.4725 1.1941 -1.870 -0.177 -2.208
N 1.1625 -0.6475 0.0691 -0.311 0.761 -0.363
O 1.1526 -0.9243 2.2890 0.238 0.037 1.532
S -0.7548 1.0730 -2.1017 -1.373 -0.978 1.402
H -0.2833 -0.0256 1.2495 1.491 -0.281 0.442
H 0.0527 0.2258 -1.1669 -0.226 0.275 -0.028
H -2.0523 0.7712 -1.5331 2.052 0.363 -0.776
```
Positions in Å, forces in eV/Å.

Computed properties:
Relative energy (zero: lowest compared OMol25 entry of this formula, charge and spin) in kcal per mole: 48.14
DFT total energy in Eh: -584.65355
Molecular weight in g mol⁻¹: 79.1
Charge: -1
Gap between HOMO and LUMO in Ha: 0.2600

Löwdin atomic charge list, values in e, 2 entries: N -0.541; N -0.088

DFT (the ωB97M-V functional and the def2-TZVPD basis) results for a molecular structure, C21H21N4O7PbS.

Geometry as XYZ:
```
55
Properties=species:S:1:pos:R:3:forces:R:3
Pb 0.0069 -0.2146 -1.7275 -0.346 0.634 -0.206
O 3.2879 0.8493 0.3593 -0.550 -0.317 0.408
N 2.7628 1.6860 1.2510 0.786 0.348 -0.256
N 1.5534 2.0090 1.1240 -0.440 -0.503 -0.099
O 0.8010 1.5945 0.1872 0.088 0.036 0.051
C 1.0128 2.8965 2.1445 -0.060 0.096 0.061
C -0.3530 3.1397 2.1212 -0.026 -0.015 -0.177
C -0.8856 4.0164 3.0509 -0.042 -0.053 0.005
C -0.0614 4.6213 3.9897 0.063 0.038 0.019
C 1.3074 4.3719 3.9905 -0.071 -0.105 0.119
C 1.8568 3.4921 3.0767 0.183 -0.031 -0.127
H -0.9754 2.6650 1.3769 -0.017 0.068 0.001
H -1.9429 4.2417 3.0308 -0.009 -0.054 0.039
H -0.4855 5.2911 4.7257 0.015 0.064 -0.055
H 1.9503 4.8644 4.7071 -0.009 -0.032 0.013
H 2.9175 3.2838 3.0787 -0.004 0.096 -0.044
O -0.0554 -1.6260 6.3452 -0.159 -0.006 0.201
C -1.0472 -1.9925 5.5721 0.558 -0.046 -0.092
O -2.1710 -2.1815 5.9579 -0.191 0.083 -0.057
C -0.9140 -2.0930 4.0916 0.015 0.014 0.022
C -0.2891 -1.0679 3.3371 -0.249 -0.052 0.055
C -0.2918 -1.1584 1.9790 0.024 -0.118 -0.219
C -0.9186 -2.2561 1.3106 -0.186 -0.260 0.234
C -1.5402 -3.2744 2.0819 0.057 0.164 -0.148
C -1.5685 -3.1773 3.4405 0.009 0.031 0.048
N -0.9074 -2.2280 -0.0796 0.078 -0.129 -0.102
C -1.3261 -3.2431 -0.7669 0.023 0.100 0.103
C -1.3497 -3.2722 -2.2185 0.016 -0.037 -0.159
C -1.9249 -4.3694 -2.8397 0.028 0.041 0.050
C -1.9766 -4.4155 -4.2331 -0.025 -0.051 -0.025
C -1.4193 -3.3797 -4.9471 0.019 0.033 -0.027
C -0.8438 -2.3095 -4.2532 0.001 0.025 0.062
N -0.8160 -2.2429 -2.9295 -0.024 -0.050 0.157
H 0.8194 -1.6367 5.9303 -0.051 -0.055 -0.075
H 0.1705 -0.2192 3.8286 -0.023 -0.029 0.045
H 0.1853 -0.3924 1.3813 -0.010 0.015 -0.015
H -2.0270 -4.1176 1.6154 -0.035 0.020 0.028
H -2.0854 -3.9204 4.0345 0.042 0.043 0.062
H -1.6859 -4.1554 -0.2954 0.019 0.004 0.003
H -2.3317 -5.1775 -2.2454 -0.011 0.007 -0.017
H -2.4426 -5.2520 -4.7370 0.029 -0.009 0.001
H -1.4184 -3.3790 -6.0287 -0.002 0.017 0.010
H -0.3961 -1.4805 -4.7888 -0.052 0.000 -0.017
C 1.2499 3.4208 -3.4998 0.019 -0.159 0.088
S 0.2369 2.3435 -4.5018 -0.190 0.279 -0.144
C 1.5217 1.6402 -5.5160 -0.014 -0.120 -0.011
O -0.2469 1.2139 -3.5665 0.348 -0.491 0.244
H 1.4673 4.3144 -4.0849 -0.017 -0.002 -0.006
H 2.1742 2.9156 -3.2213 0.000 0.021 0.032
H 0.6660 3.6883 -2.6207 -0.024 0.072 -0.044
H 1.9915 2.4608 -6.0604 -0.005 -0.002 -0.002
H 1.0634 0.9587 -6.2298 -0.021 0.024 -0.003
H 2.2527 1.1237 -4.8936 0.006 0.044 0.009
O 2.5481 0.0297 -1.6716 0.371 0.206 0.174
O 2.8936 1.1006 -1.1631 0.067 0.105 -0.217
```
Positions in Å, forces in eV/Å.

Computed properties:
DFT total energy in Eh: -2148.22404
Molecular weight in g mol⁻¹: 680.7
Charge: +3
Gap between HOMO and LUMO (spin up / spin down) in Ha: 0.2232 / 0.1540

Löwdin atomic charge list, values in e, 2 entries: Pb 1.699; O 0.045

DFT (the ωB97M-V functional and the def2-TZVPD basis) results for 5 unconnected molecules or ions with the total composition C6H25N2O4.

Geometry as XYZ:
```
37
Properties=species:S:1:pos:R:3:forces:R:3
C 0.8449 0.5974 1.5405 0.615 0.993 0.566
N 0.7313 1.4002 0.3128 -0.862 1.712 2.472
C 1.8724 1.2053 -0.5567 1.198 -0.057 -0.293
C 1.7322 2.5203 -1.3900 3.788 -3.013 -3.471
C -0.5469 -0.0378 1.9852 0.999 -0.287 -0.993
N -1.4773 -0.3697 0.7555 -0.500 1.619 1.405
C -2.9561 -0.0601 0.8848 -1.388 -0.391 0.571
C -0.3137 -1.2312 2.8613 0.164 -0.586 -0.715
H 1.5817 -0.2058 1.3850 -0.538 0.085 -0.271
H 1.4151 1.2678 2.3513 -1.920 -1.588 -0.978
H 0.5646 2.4977 0.5257 0.631 -3.670 -0.326
H 2.9772 0.9142 -0.0773 -2.776 1.425 -0.704
H 1.6246 0.2553 -1.0742 0.468 0.683 -0.377
H 1.0139 2.3104 -2.2289 0.459 0.871 1.057
H 2.7607 2.8259 -1.8445 -1.800 -0.667 0.383
H 1.5606 3.2680 -0.7109 -1.029 2.062 1.161
H -1.0535 0.7182 2.5267 -0.912 0.651 0.405
H -1.0240 0.0986 -0.0160 0.002 1.245 -0.819
H -1.4721 -1.3003 0.4781 0.743 -2.528 -0.158
H -3.5151 -0.1732 -0.0474 0.921 0.186 -0.524
H -3.0607 1.0100 1.1805 -0.111 -1.159 0.310
H -3.5935 -0.8758 1.4587 2.030 1.913 -0.089
H 0.1105 -2.1362 2.4024 -0.603 0.245 -0.617
H -1.1646 -1.4774 3.4700 -0.138 -0.145 0.452
H 0.5490 -0.9467 3.4015 0.590 0.399 1.529
H -3.3439 1.6387 -1.2406 0.152 -0.475 -0.328
H -2.3716 2.7133 -1.6436 0.251 -3.843 -0.358
O -2.4613 1.6394 -1.6508 -0.387 4.358 0.635
H -1.7075 -1.8900 -2.8799 2.038 -0.379 0.778
H -1.7744 -2.9529 -1.9116 1.699 0.244 -0.042
O -1.0481 -2.3554 -2.2573 -3.875 0.217 -0.588
H 2.0918 -0.9490 -3.5049 0.027 0.239 0.004
H 0.8794 -1.4580 -2.7259 -1.670 0.653 1.147
O 1.5876 -1.7234 -3.2578 1.721 -0.940 -1.162
H 3.6457 -2.1652 0.8998 0.132 0.356 0.317
H 2.5818 -2.6759 -0.0299 0.109 2.269 1.558
O 2.7594 -1.8966 0.6286 -0.230 -2.697 -1.940
```
Positions in Å, forces in eV/Å.

Computed properties:
Relative energy (zero: lowest compared OMol25 entry of this formula, charge and spin) in kcal per mole: 108.12
DFT total energy in Eh: -653.72447
Molecular weight in g mol⁻¹: 189.3
Charge: +1
Gap between HOMO and LUMO in Ha: 0.3473

Löwdin atomic charge list, values in e, 2 entries: C -0.174; N -0.155

DFT (the ωB97M-V functional and the def2-TZVPD basis) results for 2 unconnected molecules or ions with the total composition C3H5NO.

Geometry as XYZ:
```
10
Properties=species:S:1:pos:R:3:forces:R:3
O 1.3526 -1.3222 1.6782 0.504 0.257 -1.005
C 1.7858 -0.9964 0.6808 -0.161 -0.758 1.300
C -0.1727 0.2518 -0.7330 -0.246 0.021 -0.111
C -1.3180 -0.3850 -0.4864 0.018 0.137 -0.099
N 0.3344 1.2831 0.0644 -0.055 -0.084 0.136
H 1.3193 1.1866 0.2811 -0.108 0.244 -0.183
H 0.4316 0.0226 -1.6101 -0.217 0.146 0.081
H -1.7732 -1.0377 -1.2203 0.169 -0.084 0.134
H -1.8547 -0.2107 0.4449 -0.024 0.042 -0.213
H -0.2050 1.3943 0.9153 0.121 0.078 -0.040
```
Positions in Å, forces in eV/Å.

Computed properties:
Relative energy (zero: lowest compared OMol25 entry of this formula, charge and spin) in kcal per mole: 25.22
DFT total energy in Eh: -247.26705
Molecular weight in g mol⁻¹: 71.1
Charge: 0
Gap between HOMO and LUMO in Ha: 0.3553

Löwdin atomic charge list, values in e, 2 entries: O 0.052; C 0.011